C3H6O3 in the gas phase at a distorted geometry. Source: OMol25; level of theory: ωB97M-V/def2-TZVPD.

```
! RIJCOSX wB97M-V def2-TZVPD def2/J DEFGRID3
* xyz 0 1
O -1.596 -0.035 -1.315
C -0.249 0.122 -1.207
C 0.267 0.984 -0.080
O -0.661 0.937 0.915
C 0.719 -0.446 -0.101
O 0.611 -1.030 1.515
H -1.905 0.357 -0.466
H 0.247 0.096 -2.189
H 0.882 1.889 -0.228
H 0.081 -0.166 1.774
H 1.643 -0.961 -0.257
H -0.038 -1.747 1.640
*
```

Output
Molecular weight   90.1 g/mol
Energy   -343.46410 Eh



2 unconnected molecules or ions with the total composition C30H23BBr2F6O2S at a distorted geometry. Source: OMol25; level of theory: ωB97M-V/def2-TZVPD.

```
! RIJCOSX wB97M-V def2-TZVPD def2/J DEFGRID3
* xyz 0 1
Br 4.134 -1.368 5.754
C 3.220 -1.062 4.119
C 2.854 0.209 3.766
C 2.405 0.476 2.389
B 3.724 0.747 1.527
O 4.495 -0.300 1.056
C 4.829 0.104 -0.288
C 4.520 1.608 -0.361
O 3.864 1.960 0.885
C 1.905 -0.713 1.603
C 1.058 -0.508 0.455
C -0.018 0.423 0.618
C -1.142 0.072 1.328
C -2.181 0.991 1.710
C -3.498 0.515 1.912
C -4.527 1.391 2.245
C -4.231 2.748 2.470
Br -5.625 3.934 2.923
C -2.923 3.228 2.323
C -1.906 2.365 1.910
C 2.205 -1.983 2.106
C 2.938 -2.158 3.278
H 2.900 1.049 4.455
H 1.774 1.370 2.337
H 5.886 -0.111 -0.485
H 4.196 -0.459 -1.000
H 5.441 2.198 -0.471
H 3.836 1.836 -1.193
H 1.132 -1.289 -0.311
H 0.059 1.432 0.194
H -1.287 -0.985 1.580
H -3.702 -0.547 1.771
H -5.544 1.032 2.331
H -2.711 4.275 2.521
H -0.888 2.728 1.766
H 1.831 -2.855 1.572
H 3.255 -3.152 3.583
C 2.979 -1.493 -4.723
C 2.142 -0.930 -3.642
C 2.023 0.418 -3.302
C 0.953 0.687 -2.426
C 0.323 -0.466 -1.932
C -1.129 -0.609 -1.836
C -1.671 -1.858 -1.492
C -3.009 -1.950 -1.135
C -3.465 -3.243 -0.519
F -4.781 -3.224 -0.167
F -3.273 -4.310 -1.355
F -2.746 -3.504 0.630
C -3.870 -0.869 -1.274
C -3.344 0.354 -1.678
C -4.234 1.563 -1.773
F -3.584 2.686 -1.314
F -4.629 1.826 -3.053
F -5.365 1.430 -1.012
C -1.996 0.490 -1.984
S 1.098 -1.899 -2.693
H 2.969 -0.828 -5.594
H 4.019 -1.617 -4.400
H 2.588 -2.471 -5.025
H 2.660 1.171 -3.756
H 0.635 1.696 -2.161
H -1.039 -2.741 -1.422
H -4.923 -0.970 -1.043
H -1.606 1.458 -2.299
*
```

Output
Molecular weight   732.2 g/mol
SMILES   BrC1=C[C@@H](B2OCCO2)/C(=C\C=C\c2ccc(Br)cc2)C=C1.Cc1ccc(-c2cc(C(F)(F)F)cc(C(F)(F)F)c2)s1
Energy   -7477.71537 Eh



A molecular structure, C48H47AsBF15GeN6PdS4 at a distorted geometry. Source: OMol25; level of theory: ωB97M-V/def2-TZVPD.

```
! RIJCOSX wB97M-V def2-TZVPD def2/J DEFGRID3
* xyz 0 1
Pd -0.044 0.091 -0.347
C 0.712 2.988 2.536
C 1.823 2.354 3.342
C 3.157 2.826 2.753
C 1.685 2.751 4.809
N 1.824 0.863 3.265
C 2.897 0.187 3.810
C 2.733 -1.116 3.519
N 1.563 -1.247 2.822
B 1.278 -2.626 2.163
N -0.229 -2.907 2.010
C -0.977 -3.263 3.112
C -2.270 -3.313 2.740
N -2.313 -2.990 1.392
C -1.052 -2.757 0.965
S -0.576 -2.341 -0.627
C -3.546 -2.859 0.565
C -3.483 -3.856 -0.588
C -4.766 -3.174 1.429
C -3.660 -1.418 0.065
N 2.095 -2.788 0.854
C 2.331 -4.067 0.405
C 3.030 -3.986 -0.737
N 3.246 -2.644 -0.998
C 2.639 -1.908 -0.026
S 2.525 -0.199 0.064
C 4.086 -2.282 -2.189
C 4.415 -0.801 -2.332
C 3.312 -2.733 -3.430
C 5.406 -3.043 -2.053
C 1.015 -0.037 2.656
S -0.529 0.261 1.856
H 0.848 4.067 2.623
H -0.280 2.726 2.897
H 0.784 2.705 1.487
H 3.145 3.913 2.675
H 3.303 2.401 1.761
H 4.008 2.549 3.371
H 1.693 3.837 4.890
H 2.500 2.363 5.417
H 0.743 2.383 5.215
H 3.683 0.685 4.336
H 3.347 -1.966 3.745
H 1.682 -3.452 2.950
H -0.522 -3.443 4.066
H -3.142 -3.550 3.313
H -3.378 -4.871 -0.205
H -2.649 -3.639 -1.254
H -4.411 -3.797 -1.156
H -4.747 -4.192 1.816
H -5.649 -3.077 0.800
H -4.871 -2.475 2.259
H -2.836 -1.161 -0.602
H -3.658 -0.727 0.911
H -4.602 -1.307 -0.472
H 1.965 -4.924 0.937
H 3.387 -4.762 -1.384
H 3.534 -0.197 -2.515
H 5.082 -0.730 -3.194
H 4.929 -0.402 -1.462
H 2.370 -2.185 -3.489
H 3.092 -3.800 -3.414
H 3.900 -2.524 -4.324
H 5.921 -2.744 -1.140
H 6.042 -2.800 -2.902
H 5.274 -4.123 -2.037
C -2.118 3.194 0.678
As -1.237 2.170 -0.708
C -2.763 1.903 -1.853
C -0.148 3.564 -1.542
C -0.934 4.707 -2.110
C -1.680 4.562 -3.280
C -2.414 5.622 -3.787
C -2.424 6.845 -3.130
C -1.691 7.001 -1.963
C -0.952 5.938 -1.461
H -2.601 4.046 0.195
H -1.408 3.548 1.414
H -2.868 2.577 1.172
H -3.173 2.857 -2.185
H -3.509 1.360 -1.270
H -2.457 1.291 -2.698
H 0.490 3.066 -2.276
H 0.484 3.913 -0.721
H -1.679 3.612 -3.800
H -2.980 5.495 -4.702
H -2.997 7.671 -3.529
H -1.687 7.950 -1.444
H -0.379 6.065 -0.550
F -2.867 -0.888 -3.624
C -2.991 0.141 -4.480
C -1.859 0.683 -5.066
C -2.074 1.705 -5.974
F -1.061 2.260 -6.650
C -3.340 2.203 -6.248
F -3.511 3.200 -7.120
C -4.442 1.656 -5.611
F -5.665 2.128 -5.864
C -4.272 0.607 -4.722
F -5.333 0.067 -4.113
Ge -0.139 -0.149 -4.587
S 0.661 0.112 -2.609
C -0.412 -1.932 -5.363
C -0.597 -2.008 -6.733
F -0.567 -0.881 -7.468
C -0.798 -3.195 -7.413
F -0.965 -3.216 -8.738
C -0.822 -4.378 -6.692
F -1.020 -5.539 -7.320
C -0.638 -4.349 -5.321
F -0.659 -5.493 -4.629
C -0.441 -3.133 -4.679
F -0.285 -3.183 -3.361
C 1.338 0.658 -5.578
C 1.640 1.991 -5.352
F 0.838 2.745 -4.591
C 2.760 2.612 -5.873
F 3.003 3.904 -5.636
C 3.640 1.872 -6.647
F 4.728 2.449 -7.162
C 3.384 0.533 -6.882
F 4.235 -0.188 -7.619
C 2.245 -0.047 -6.343
F 2.066 -1.357 -6.592
*
```

Output
Molecular weight   1385.9 g/mol
Energy   -9742.16554 Eh



A molecular structure, C19H19BiN2O2S4. Source: OMol25; level of theory: ωB97M-V/def2-TZVPD.

```
! RIJCOSX wB97M-V def2-TZVPD def2/J DEFGRID3
* xyz -2 1
Bi 1.313 0.465 1.026
C 0.039 3.965 3.926
C -0.167 2.928 2.816
O 0.752 2.823 1.972
C -1.364 2.224 2.885
C -1.793 1.132 2.119
C -3.238 0.711 2.253
N -1.033 0.442 1.312
N -1.633 -0.596 0.655
C -0.816 -1.378 0.023
O 0.461 -1.259 -0.111
C -1.438 -2.597 -0.520
C -0.654 -3.743 -0.617
C -1.221 -4.942 -1.002
C -2.571 -5.008 -1.312
C -3.350 -3.863 -1.237
C -2.793 -2.664 -0.837
H 0.256 3.432 4.852
H -0.843 4.587 4.075
H 0.896 4.586 3.670
H -2.069 2.561 3.635
H -3.756 1.321 2.990
H -3.284 -0.339 2.533
H -3.732 0.807 1.286
H 0.389 -3.665 -0.350
H -0.612 -5.835 -1.051
H -3.018 -5.953 -1.600
H -4.402 -3.916 -1.488
H -3.390 -1.769 -0.745
S 3.729 -0.160 -0.032
S 4.344 -0.612 1.868
S 3.380 -2.371 2.426
S 1.443 -1.972 2.839
C 0.700 1.678 -0.881
C 1.616 1.538 -1.995
C 2.654 2.451 -2.216
C 3.509 2.315 -3.289
C 3.363 1.259 -4.173
C 2.363 0.324 -3.950
C 1.505 0.461 -2.882
H -0.290 1.285 -1.082
H 0.644 2.681 -0.481
H 2.780 3.274 -1.523
H 4.302 3.039 -3.444
H 4.034 1.149 -5.017
H 2.254 -0.519 -4.622
H 0.738 -0.277 -2.700
*
```

Output
Molecular weight   644.6 g/mol
Energy   -2802.85210 Eh



2 unconnected molecules or ions with the total composition C10H10N2O2 at a distorted geometry. Source: OMol25; level of theory: ωB97M-V/def2-TZVPD.

```
! RIJCOSX wB97M-V def2-TZVPD def2/J DEFGRID3
* xyz 0 1
O -1.499 -2.082 -0.932
C -2.112 -1.156 -0.353
C -3.323 -1.484 0.333
C -3.995 -0.403 0.486
N -3.766 0.852 0.025
C -2.396 1.247 -0.099
O -1.937 2.430 -0.118
N -1.591 0.178 -0.416
H -3.609 -2.585 0.144
H -4.897 -0.518 1.068
H -4.178 1.540 0.660
H -0.614 0.382 -0.592
C 2.784 -0.392 1.288
C 2.662 0.914 0.737
C 3.478 1.294 -0.283
C 4.343 0.497 -0.918
C 4.412 -0.794 -0.423
C 3.696 -1.267 0.717
H 2.173 -0.438 2.229
H 1.912 1.697 1.049
H 3.228 2.200 -0.688
H 4.965 0.824 -1.751
H 4.835 -1.624 -0.967
H 3.876 -2.211 1.069
*
```

Output
Molecular weight   190.2 g/mol
SMILES   O=c1cc[nH]c(=O)[nH]1.c1ccccc1
Energy   -647.00376 Eh



A molecular structure, C32H45ClN7O4PdS3. Source: OMol25; level of theory: ωB97M-V/def2-TZVPD.

```
! RIJCOSX wB97M-V def2-TZVPD def2/J DEFGRID3
* xyz 1 1
Pd -1.161 -2.220 -2.603
N -2.766 -2.954 -3.610
C -3.997 -2.323 -3.052
C -3.900 -2.050 -1.539
O -4.727 -1.264 -1.086
O -2.895 -2.559 -0.934
H -2.738 -2.833 -4.615
H -2.757 -3.951 -3.431
H -4.879 -2.923 -3.267
H -4.116 -1.364 -3.545
S -0.082 -4.359 -2.564
C -0.176 -4.802 -0.920
N -1.042 -4.372 -0.044
C -0.975 -4.927 1.310
C 0.347 -5.700 1.422
S 0.965 -5.932 -0.275
H -1.811 -3.743 -0.329
H -1.837 -5.572 1.475
H -1.013 -4.116 2.036
H 0.207 -6.669 1.889
H 1.088 -5.142 1.986
C 2.096 1.937 -0.477
C 3.538 1.448 -0.253
C 4.396 2.679 0.086
C 4.091 0.876 -1.564
C 3.650 0.392 0.907
O 5.030 0.155 1.204
C 2.895 0.871 2.161
C 3.231 0.165 3.482
C 2.436 -1.083 3.789
C 3.055 -2.323 3.918
C 2.330 -3.461 4.253
C 0.965 -3.350 4.458
Cl 0.045 -4.760 4.912
C 0.318 -2.131 4.327
C 1.060 -1.010 3.994
C 3.257 -1.044 0.503
N 1.901 -1.227 -0.003
C 1.529 -1.544 -1.237
N 0.208 -1.557 -1.283
C -0.183 -1.280 -0.009
N 0.820 -1.071 0.797
H 2.076 2.639 -1.314
H 1.706 2.473 0.391
H 1.401 1.127 -0.710
H 4.218 3.454 -0.661
H 5.464 2.450 0.054
H 4.157 3.113 1.059
H 4.234 1.685 -2.284
H 3.408 0.163 -2.030
H 5.057 0.391 -1.411
H 5.423 0.968 1.539
H 1.821 0.800 1.975
H 3.106 1.933 2.291
H 3.043 0.885 4.281
H 4.294 -0.069 3.525
H 4.128 -2.401 3.779
H 2.823 -4.416 4.384
H -0.747 -2.061 4.511
H 0.557 -0.052 3.909
H 3.372 -1.699 1.366
H 3.934 -1.391 -0.273
H 2.199 -1.751 -2.054
H -1.219 -1.269 0.284
C -2.019 2.655 1.987
C -1.762 1.651 0.869
C -2.835 1.766 -0.206
N -2.594 0.944 -1.405
C -1.672 1.080 -2.332
S -1.424 -0.068 -3.603
N -0.823 2.143 -2.337
C -0.966 3.533 -2.019
O 0.019 4.116 -1.656
C -2.269 4.193 -2.283
C -2.563 5.346 -1.558
C -3.760 6.006 -1.774
C -4.651 5.530 -2.728
C -4.344 4.401 -3.475
C -3.153 3.727 -3.253
H -1.271 2.561 2.775
H -3.001 2.502 2.439
H -1.978 3.681 1.611
H -1.759 0.641 1.274
H -0.773 1.828 0.427
H -2.956 2.803 -0.500
H -3.801 1.440 0.176
H -3.200 0.138 -1.510
H 0.066 1.944 -2.774
H -1.846 5.707 -0.831
H -3.998 6.895 -1.203
H -5.585 6.050 -2.899
H -5.030 4.050 -4.236
H -2.909 2.860 -3.856
*
```

Output
Molecular weight   829.8 g/mol
Energy   -3713.21100 Eh



A gas-phase ion, H4O2P3 (charge -1) at a distorted geometry. Source: OMol25; level of theory: ωB97M-V/def2-TZVPD.

```
! RIJCOSX wB97M-V def2-TZVPD def2/J DEFGRID3
* xyz -1 3
O -2.269 1.314 0.978
O -1.840 0.838 -1.653
P -1.484 -1.588 0.425
P 0.622 1.221 0.469
P -1.463 0.575 0.040
H -0.524 -1.775 -0.624
H -0.358 -1.343 1.461
H 0.053 2.183 -0.284
H -0.036 1.773 1.708
*
```

Output
Molecular weight   129.0 g/mol
Expectation value of S²   2.022
Energy   -1176.82812 Eh



2 unconnected molecules or ions with the total composition C5H9ClN3PS at a distorted geometry. Source: OMol25; level of theory: ωB97M-V/def2-TZVPD.

```
! RIJCOSX wB97M-V def2-TZVPD def2/J DEFGRID3
* xyz 0 1
C -1.026 2.690 0.963
C -0.242 1.732 1.487
C -1.332 1.021 -0.293
C 0.818 -1.763 -2.069
C 1.931 0.194 -1.207
N -1.762 2.236 -0.117
N -0.450 0.624 0.681
N 1.047 -0.938 -1.153
P 0.254 -0.976 0.844
S 1.901 -0.745 1.822
Cl -3.719 -3.041 2.521
H -1.167 3.639 1.371
H 0.486 1.720 2.346
H -1.720 0.212 -1.073
H 0.090 -2.489 -1.997
H 1.494 -1.765 -3.001
H -2.928 -3.946 2.178
H 1.409 1.042 -1.502
H 2.054 0.448 -0.062
H 2.861 0.105 -1.739
*
```

Output
Molecular weight   209.6 g/mol
Energy   -1559.87831 Eh



A molecular structure, C34H40BKN10O2S3 at a distorted geometry. Source: OMol25; level of theory: ωB97M-V/def2-TZVPD.

```
! RIJCOSX wB97M-V def2-TZVPD def2/J DEFGRID3
* xyz -1 2
K -0.041 0.631 -0.306
C -0.702 -2.051 3.147
C -0.795 -0.664 2.964
N -1.378 -0.364 1.817
N -1.671 -1.553 1.228
C -1.269 -2.576 2.010
B -2.477 -1.531 -0.110
N -3.469 -0.354 0.021
C -4.360 -0.315 1.035
C -5.072 0.856 0.944
C -4.515 1.490 -0.179
N -3.554 0.765 -0.728
N -1.538 -1.458 -1.356
C -0.757 -2.483 -1.773
C -0.096 -2.091 -2.910
C -0.541 -0.777 -3.122
N -1.402 -0.397 -2.190
N -3.335 -2.816 -0.267
C -4.556 -2.878 -0.840
C -4.896 -4.204 -0.984
C -3.787 -4.892 -0.468
N -2.852 -4.057 -0.047
H -0.276 -2.589 3.976
H -0.467 0.133 3.613
H -1.431 -3.592 1.696
H -4.411 -1.121 1.748
H -5.858 1.200 1.592
H -4.773 2.443 -0.617
H -0.733 -3.414 -1.233
H 0.615 -2.665 -3.478
H -0.290 -0.089 -3.915
H -5.087 -1.979 -1.105
H -5.804 -4.607 -1.396
H -3.628 -5.956 -0.382
C 2.852 0.609 -3.024
C 3.078 0.095 -1.630
N 3.345 0.967 -0.734
N 3.849 0.746 0.441
C 3.218 1.203 1.543
S 1.894 2.184 1.679
S 4.126 0.595 2.940
C 2.756 0.114 4.043
C 2.897 -1.328 4.435
C 2.473 -2.311 3.544
C 2.624 -3.649 3.862
C 3.204 -4.021 5.070
C 3.634 -3.046 5.957
C 3.482 -1.703 5.637
C 2.955 -1.341 -1.325
C 3.597 -2.283 -2.128
C 3.519 -3.634 -1.854
C 2.750 -4.047 -0.757
C 2.080 -3.146 0.033
C 2.142 -1.744 -0.217
O 1.490 -0.892 0.467
H 3.428 1.514 -3.202
H 1.797 0.850 -3.163
H 3.111 -0.156 -3.754
H 1.851 0.262 3.454
H 2.714 0.770 4.911
H 2.032 -2.006 2.601
H 2.294 -4.405 3.161
H 3.324 -5.068 5.317
H 4.089 -3.329 6.898
H 3.817 -0.939 6.330
H 4.192 -1.944 -2.970
H 4.044 -4.354 -2.467
H 2.668 -5.106 -0.535
H 1.447 -3.475 0.849
C 0.623 6.813 -2.659
C -0.207 6.714 -1.385
C 0.272 5.637 -0.418
S 0.017 3.905 -0.865
O 0.697 3.639 -2.174
C -1.783 3.943 -1.174
C -2.166 4.076 -2.648
C -2.058 2.759 -3.409
H 0.170 7.516 -3.359
H 0.714 5.842 -3.143
H 1.631 7.166 -2.435
H -1.259 6.552 -1.630
H -0.172 7.668 -0.848
H -0.201 5.727 0.563
H 1.352 5.700 -0.260
H -2.186 4.753 -0.563
H -2.176 3.005 -0.775
H -1.554 4.841 -3.129
H -3.200 4.435 -2.679
H -1.013 2.480 -3.534
H -2.508 2.852 -4.399
H -2.557 1.951 -2.873
*
```

Output
Molecular weight   766.9 g/mol
Expectation value of S²   0.768
Energy   -3837.12265 Eh